Here is 2 unconnected molecules or ions with the total composition C5H12F2O3PS from OMol25. Energies are from ωB97M-V/def2-TZVPD.

Computed properties:
spin multiplicity: 1
E_LUMO: -5.348 eV
E_tot: -1362.2832 Ha
charge: +1

Atoms and positions in Å:
O (2.105, 0.517, 1.907)
C (1.513, 0.259, 0.827)
O (1.122, 1.376, 0.005)
C (-0.248, 1.783, 0.237)
F (-0.493, 2.279, 1.567)
C (-1.349, 0.674, -0.213)
C (-1.969, -0.142, 1.026)
C (-2.811, -1.445, 0.528)
F (-2.315, -1.957, -0.744)
P (1.267, -1.580, 0.403)
S (2.432, -2.706, 1.520)
H (-0.432, 2.685, -0.463)
H (-0.838, 0.025, -1.004)
H (-2.224, 1.286, -0.658)
H (-2.728, 0.496, 1.623)
H (-1.197, -0.517, 1.781)
H (-3.883, -1.076, 0.318)
H (-2.765, -2.316, 1.264)
H (1.667, -1.837, -0.970)
H (-0.063, -2.067, 0.602)
O (3.342, 0.852, -2.428)
H (3.125, 1.270, -3.293)
H (2.582, 0.907, -1.800)
H (4.161, 1.237, -2.037)

Atom-resolved charges from Löwdin, all expressed in e:
1. O 0.0757
2. C -0.5217
3. O -0.0908
4. C -0.2765
5. F 0.0047
6. C -0.1130
7. C -0.1789
8. C -0.1427
9. F -0.1397
10. P 0.3939
11. S 0.1650
12. H 0.1721
13. H 0.1082
14. H 0.1426
15. H 0.1359
16. H 0.0962
17. H 0.1307
18. H 0.1295
19. H -0.0144
20. H -0.0124
21. O 0.3455
22. H 0.2114
23. H 0.1639
24. H 0.2147



Here is 4 unconnected molecules or ions with the total composition C10H24N2O14PS3 from OMol25. Energies are from ωB97M-V/def2-TZVPD.

Computed properties:
spin multiplicity: 1
E_LUMO: -3.539 eV
E_tot: -3093.8850 Ha
charge: +1

Atoms and positions in Å:
O (-3.222, 1.207, 1.865)
P (-3.935, 0.248, 0.720)
O (-5.584, 0.207, 0.922)
C (-3.213, -1.506, 0.834)
C (-1.698, -1.406, 1.006)
N (-1.191, -1.439, 2.394)
C (-2.198, -1.456, 3.440)
C (-3.289, -2.491, 3.197)
N (-3.881, -2.461, 1.808)
H (-3.914, 1.555, 2.460)
H (-5.971, -0.678, 1.003)
H (-3.387, -1.920, -0.162)
H (-1.363, -0.472, 0.543)
H (-1.224, -2.235, 0.469)
H (-0.589, -0.636, 2.524)
H (-2.609, -0.467, 3.687)
H (-1.697, -1.784, 4.358)
H (-4.091, -2.259, 3.900)
H (-2.924, -3.486, 3.449)
H (-4.885, -2.317, 1.908)
H (-3.782, -3.401, 1.413)
C (3.248, -1.986, 1.526)
C (2.583, -0.808, 0.852)
O (2.685, -1.085, -0.551)
S (2.607, -2.668, -0.778)
O (1.270, -3.020, -1.116)
O (3.710, -3.064, -1.568)
O (2.865, -3.119, 0.741)
H (4.336, -1.896, 1.495)
H (2.926, -2.114, 2.556)
H (3.068, 0.132, 1.092)
H (1.521, -0.747, 1.109)
C (-3.720, 3.304, -3.624)
C (-4.040, 2.012, -4.342)
O (-2.820, 1.262, -4.290)
S (-2.041, 1.599, -2.932)
O (-2.333, 0.591, -1.973)
O (-0.714, 1.962, -3.251)
O (-2.869, 2.913, -2.536)
H (-3.163, 3.991, -4.264)
H (-4.609, 3.803, -3.247)
H (-4.346, 2.170, -5.373)
H (-4.812, 1.446, -3.817)
C (7.343, 1.942, -1.126)
C (6.494, 3.155, -0.812)
O (5.155, 2.643, -0.732)
S (5.190, 1.147, -0.164)
O (4.921, 1.183, 1.233)
O (4.455, 0.311, -1.041)
O (6.754, 0.880, -0.360)
H (7.284, 1.675, -2.183)
H (8.383, 2.079, -0.846)
H (6.562, 3.924, -1.575)
H (6.754, 3.582, 0.159)

Atom-resolved charges from Löwdin, all expressed in e:
1. O -0.2619
2. P 0.9242
3. O -0.2605
4. C -0.3388
5. C -0.1965
6. N -0.0356
7. C -0.2144
8. C -0.0847
9. N 0.0651
10. H 0.0735
11. H 0.0462
12. H 0.1280
13. H 0.1131
14. H 0.1216
15. H 0.1106
16. H 0.1070
17. H 0.1312
18. H 0.1342
19. H 0.1384
20. H 0.1527
21. H 0.1836
22. C -0.1511
23. C -0.1708
24. O -0.2294
25. S 0.6046
26. O -0.2378
27. O -0.1986
28. O -0.1851
29. H 0.1369
30. H 0.1355
31. H 0.0956
32. H 0.1147
33. C -0.1577
34. C -0.1611
35. O -0.1814
36. S 0.5897
37. O -0.2869
38. O -0.1988
39. O -0.1905
40. H 0.1369
41. H 0.1365
42. H 0.1387
43. H 0.1321
44. C -0.1529
45. C -0.1560
46. O -0.1770
47. S 0.6225
48. O -0.2285
49. O -0.1912
50. O -0.1754
51. H 0.1374
52. H 0.1384
53. H 0.1384
54. H 0.1353